Below is a 6-piece molecular cluster, C42H37FN8O11 overall at a distorted geometry, with properties calculated with wB97M-V/def2-TZVPD.

E_HOMO: -9.64 eV

Structure (XYZ):
```
99
Properties=species:S:1:pos:R:3:forces:R:3:mulliken_charge:R:1
C 3.371 1.063 -3.035 0.32 -1.31 -0.36 -0.55
C 2.920 -0.472 -3.417 -0.24 0.57 0.98 -0.52
C 1.824 -1.003 -2.324 2.44 1.96 -1.02 -0.05
O 1.452 -2.345 -2.757 -2.92 0.41 2.33 -0.33
C 0.229 -2.791 -2.091 1.01 -1.56 -0.03 1.25
F 0.426 -4.228 -1.886 -0.33 2.92 -0.18 -0.40
C 0.015 -2.157 -0.631 -0.52 0.95 4.06 -0.16
N -0.134 -1.777 0.515 0.82 -2.10 -6.69 -0.57
C -1.035 -2.654 -3.079 -1.57 0.59 -0.25 0.37
C -2.009 -3.921 -3.020 -0.46 -3.31 -0.23 -0.02
N -2.600 -4.973 -3.029 2.81 5.58 0.10 -0.52
C -1.956 -1.341 -2.768 -1.56 0.50 1.07 0.29
C -3.057 -1.525 -1.677 -0.11 4.38 -1.51 -0.32
C -3.965 -0.255 -1.372 3.04 0.05 -2.93 -0.41
C -3.685 1.043 -2.238 1.76 -3.93 0.03 -0.42
C -2.532 0.945 -3.290 -1.20 -0.83 1.57 -0.15
N -1.672 -0.176 -3.560 -3.79 -0.27 3.57 -0.40
H 4.098 1.389 -3.895 -1.59 -0.30 2.08 -0.05
H 2.467 1.762 -2.931 1.39 -1.00 -0.21 0.32
H 3.935 0.979 -2.028 -0.90 0.49 -1.64 0.25
H 3.877 -1.113 -3.335 -1.69 0.85 -0.34 0.22
H 2.479 -0.525 -4.476 0.68 -0.01 1.62 0.30
H 2.398 -0.986 -1.311 -1.38 -0.33 -1.48 0.12
H 0.965 -0.239 -2.333 0.96 -1.45 0.12 0.28
H -0.605 -2.527 -4.151 -0.78 -0.45 1.91 0.35
H -3.231 -2.491 -1.079 0.50 1.65 -1.25 0.31
H -4.786 -0.297 -0.555 1.61 0.12 -1.66 0.34
H -4.327 1.998 -2.100 1.39 -1.88 -0.37 0.32
H -2.356 1.893 -3.935 -0.16 -1.95 1.19 0.30
O 3.587 1.554 0.949 -0.21 0.68 0.23 -0.59
N 3.260 2.655 1.376 0.62 -0.06 -0.30 1.07
O 3.966 3.655 1.326 -0.44 -0.62 0.01 -0.62
C 1.936 2.783 1.991 -0.78 0.06 0.38 -0.02
C 1.116 1.660 2.101 0.07 -0.07 -0.05 -0.54
C -0.130 1.781 2.708 0.13 0.17 -0.04 -0.37
C -0.552 3.015 3.194 0.03 0.04 0.00 -0.47
C 0.266 4.136 3.073 0.08 -0.28 -0.10 -0.46
C 1.516 4.024 2.470 0.04 0.10 0.02 -0.42
H 1.432 0.692 1.727 0.10 0.21 0.01 0.56
H -0.773 0.912 2.804 0.14 0.12 -0.07 0.62
H -1.523 3.104 3.672 0.13 -0.06 -0.07 0.40
H -0.069 5.096 3.451 0.09 -0.11 -0.07 0.37
H 2.145 4.904 2.384 0.05 -0.27 -0.07 0.46
O 4.787 0.322 -5.483 0.20 -0.05 -1.16 -0.59
N 4.673 0.431 -6.700 -0.13 -0.66 0.16 1.00
O 4.306 -0.468 -7.445 0.20 0.59 0.51 -0.60
C 5.003 1.726 -7.302 0.21 0.79 -0.34 0.23
C 5.461 2.766 -6.493 0.01 -0.02 0.07 -0.20
C 5.796 3.985 -7.073 -0.09 -0.18 -0.18 -0.60
C 5.669 4.161 -8.448 -0.01 -0.04 0.02 -0.38
C 5.202 3.123 -9.250 0.04 -0.01 0.29 -0.44
C 4.867 1.899 -8.679 -0.02 -0.06 -0.08 -0.35
H 5.564 2.642 -5.420 -0.06 -0.16 -0.19 0.34
H 6.159 4.799 -6.453 -0.06 -0.15 -0.04 0.37
H 5.937 5.113 -8.898 -0.04 -0.13 0.06 0.37
H 5.102 3.268 -10.321 -0.01 -0.07 0.15 0.37
H 4.507 1.097 -9.316 0.05 0.01 0.28 0.43
O -2.549 0.797 4.387 -0.52 -0.43 0.47 -0.53
N -3.135 0.031 5.142 -0.22 0.22 -0.28 0.91
O -4.353 -0.090 5.196 0.88 0.08 -0.08 -0.58
C -2.325 -0.791 6.044 0.50 -0.46 0.52 0.13
C -0.936 -0.654 6.039 0.04 0.07 -0.05 -0.09
C -0.172 -1.420 6.914 -0.25 -0.04 0.03 -0.61
C -0.792 -2.315 7.781 -0.04 0.04 -0.04 -0.40
C -2.178 -2.454 7.775 0.14 0.19 -0.17 -0.53
C -2.951 -1.691 6.906 -0.11 -0.03 0.03 -0.29
H -0.440 0.039 5.368 -0.24 -0.06 0.04 0.41
H 0.908 -1.317 6.922 -0.16 0.00 -0.06 0.39
H -0.192 -2.906 8.467 -0.08 0.07 -0.11 0.38
H -2.655 -3.156 8.452 0.02 0.11 -0.12 0.37
H -4.030 -1.807 6.914 0.17 0.16 -0.14 0.43
O 2.075 -3.349 2.605 0.72 -0.34 -0.03 -0.60
N 3.176 -3.886 2.576 -0.32 0.15 0.61 1.05
O 3.824 -4.195 3.570 -0.38 0.17 -0.59 -0.63
C 3.760 -4.174 1.263 0.38 -0.16 -0.76 -0.46
C 3.074 -3.806 0.107 -0.11 0.07 0.16 0.18
C 3.639 -4.058 -1.133 0.30 -0.14 -0.09 -0.18
C 4.882 -4.678 -1.222 0.04 -0.01 0.13 -0.72
C 5.562 -5.055 -0.066 -0.27 0.14 -0.04 -0.43
C 5.003 -4.804 1.184 0.05 -0.02 0.05 -0.40
H 2.105 -3.321 0.155 0.17 -0.10 0.29 0.39
H 3.110 -3.767 -2.035 0.06 -0.06 0.18 0.47
H 5.323 -4.868 -2.196 -0.07 0.02 0.13 0.41
H 6.529 -5.541 -0.140 -0.13 0.06 0.07 0.37
H 5.544 -5.099 2.077 -0.25 0.14 -0.03 0.45
O -8.804 4.218 1.126 -0.36 -0.49 0.47 -0.60
N -9.395 3.454 1.881 -0.40 0.39 -0.44 0.99
O -10.613 3.336 1.933 0.77 0.06 -0.04 -0.60
C -8.589 2.631 2.786 0.47 -0.47 0.54 -0.02
C -7.200 2.762 2.784 0.03 0.03 -0.01 -0.38
C -6.441 1.995 3.662 -0.24 -0.01 -0.01 -0.33
C -7.066 1.103 4.529 -0.13 -0.04 0.07 -0.28
C -8.452 0.968 4.519 0.16 0.24 -0.22 -0.51
C -9.221 1.733 3.646 -0.10 -0.03 0.02 -0.34
H -6.700 3.453 2.114 -0.28 -0.04 0.04 0.44
H -5.360 2.094 3.674 -0.14 -0.05 -0.01 0.41
H -6.471 0.511 5.216 -0.13 0.14 -0.16 0.44
H -8.934 0.269 5.195 0.02 0.11 -0.11 0.37
H -10.300 1.621 3.651 0.17 0.18 -0.16 0.44
```
Forces are in eV/Å.

=====

Below is a 2-piece molecular cluster, C42H37N4 overall at a distorted geometry, with properties calculated with wB97M-V/def2-TZVPD.

total charge: +1
E_HOMO: -10.37 eV

Structure (XYZ):
```
83
Properties=species:S:1:pos:R:3:forces:R:3:mulliken_charge:R:1
C 2.128 -1.166 3.308 0.45 0.18 -0.01 -1.23
C 0.816 -0.494 3.310 -1.48 0.67 0.02 0.43
N 0.482 0.792 3.319 0.35 -0.45 0.00 -0.16
C -0.908 0.849 3.323 -0.01 -1.49 0.00 -0.54
C -1.417 -0.442 3.317 0.68 1.00 0.00 0.25
C -2.763 -1.039 3.316 -0.76 -0.09 0.01 -1.23
N -0.316 -1.257 3.308 0.19 -0.18 -0.01 -0.05
H 2.920 -0.411 3.315 -0.04 -0.26 0.01 0.24
H 2.216 -1.797 4.208 0.16 0.15 -0.38 0.33
H 2.219 -1.786 2.402 0.15 0.12 0.37 0.33
H -1.479 1.770 3.336 0.27 -0.12 -0.02 0.45
H -3.527 -0.253 3.315 0.14 -0.23 0.00 0.30
H -2.913 -1.664 2.419 -0.02 0.18 0.35 0.31
H -2.917 -1.663 4.214 -0.02 0.18 -0.35 0.31
H -0.344 -2.274 3.301 0.03 0.47 0.01 0.24
C 1.961 10.714 7.267 -0.03 -0.06 -0.07 -0.42
C 1.613 9.618 8.066 -0.08 0.11 -0.21 -0.73
C 0.803 8.617 7.538 0.08 0.11 -0.34 -0.23
C 0.367 8.713 6.211 0.30 0.28 0.14 0.28
N -0.396 7.639 5.676 0.25 -0.36 0.10 0.77
C -1.808 7.793 5.626 -0.59 -0.14 0.10 0.31
C -2.377 8.505 4.570 -0.19 -0.15 0.22 -0.08
C -3.760 8.673 4.521 0.15 -0.10 0.09 -0.74
C -4.560 8.119 5.526 0.10 -0.02 -0.03 -0.43
C -3.984 7.409 6.586 0.08 0.09 -0.14 -0.71
C -2.600 7.254 6.643 -0.07 0.14 -0.31 -0.22
C 0.212 6.700 4.817 -0.40 -0.02 0.35 0.47
C 0.183 5.355 5.219 -0.03 0.03 -0.12 -0.25
C 0.772 4.391 4.434 0.04 -0.18 -0.25 -1.33
C 1.338 4.717 3.166 -0.36 0.63 0.53 0.70
C 1.870 3.662 2.390 0.21 0.26 -0.66 -0.13
C 2.213 3.727 1.018 -0.18 -0.12 0.00 0.70
C 3.190 2.832 0.485 -0.05 -0.04 -0.32 -1.20
C 3.568 2.893 -0.840 0.17 -0.10 0.65 -0.41
C 2.889 3.760 -1.720 0.46 0.14 -1.09 1.14
N 3.249 3.784 -3.063 -0.30 -0.10 1.14 0.87
C 2.300 4.155 -4.057 -0.44 0.18 -0.46 -0.43
C 2.173 5.487 -4.449 -0.36 -0.14 0.02 0.09
C 1.124 5.847 -5.298 0.18 -0.19 0.01 -0.69
C 0.274 4.860 -5.807 0.03 -0.03 0.06 -0.43
C 0.471 3.511 -5.488 0.11 0.19 0.01 -0.69
C 1.492 3.156 -4.610 0.06 0.33 0.21 -0.19
C 4.616 3.707 -3.451 0.75 -0.31 -0.39 -0.41
C 5.135 2.508 -3.946 0.11 0.25 0.10 0.00
C 6.462 2.460 -4.377 -0.07 0.17 0.08 -0.72
C 7.247 3.617 -4.340 -0.10 0.01 0.08 -0.39
C 6.717 4.819 -3.861 -0.11 -0.16 0.05 -0.78
C 5.399 4.864 -3.409 -0.03 -0.27 -0.01 -0.15
C 1.865 4.599 -1.243 -0.52 0.11 0.67 -0.44
C 1.564 4.614 0.106 0.23 -0.07 -0.44 -1.26
C 1.358 6.097 2.788 -0.09 -0.11 0.15 -1.06
C 0.809 7.072 3.608 0.38 -0.33 -0.32 -0.28
C 0.667 9.823 5.429 0.31 0.13 0.31 0.08
C 1.484 10.825 5.957 -0.12 -0.16 0.02 -0.90
H 2.612 11.490 7.667 -0.17 -0.16 -0.07 0.37
H 1.973 9.533 9.092 -0.08 0.12 -0.31 0.37
H 0.503 7.744 8.121 0.17 0.27 -0.15 0.36
H -1.713 8.925 3.811 -0.34 -0.11 0.13 0.23
H -4.194 9.231 3.692 -0.03 -0.15 0.27 0.38
H -5.641 8.242 5.478 0.25 -0.03 0.04 0.37
H -4.606 6.970 7.367 0.11 0.19 -0.24 0.37
H -2.110 6.722 7.461 -0.21 0.13 -0.21 0.32
H -0.286 5.116 6.175 0.20 0.02 -0.32 0.42
H 0.797 3.355 4.767 -0.03 0.12 -0.14 0.41
H 1.998 2.704 2.896 0.12 0.12 -0.04 0.32
H 3.656 2.102 1.147 -0.09 0.20 -0.13 0.44
H 4.362 2.260 -1.240 -0.30 0.16 0.22 0.48
H 2.872 6.225 -4.049 -0.32 -0.13 -0.11 0.30
H 0.977 6.900 -5.545 0.01 -0.36 -0.05 0.38
H -0.549 5.145 -6.461 0.22 -0.07 0.14 0.39
H -0.171 2.733 -5.904 0.15 0.30 0.06 0.37
H 1.676 2.119 -4.324 -0.17 0.28 -0.07 0.39
H 4.490 1.629 -3.979 0.22 0.20 -0.03 0.41
H 6.876 1.517 -4.736 -0.08 0.32 0.05 0.38
H 8.282 3.583 -4.681 -0.28 0.00 0.07 0.38
H 7.319 5.727 -3.831 -0.09 -0.30 -0.05 0.38
H 4.950 5.784 -3.031 0.24 -0.22 -0.08 0.38
H 1.341 5.254 -1.940 0.12 -0.23 0.26 0.48
H 0.792 5.288 0.471 0.09 -0.28 -0.17 0.71
H 1.819 6.400 1.851 0.01 -0.07 0.30 0.75
H 0.824 8.125 3.319 0.10 -0.44 0.06 0.18
H 0.264 9.877 4.416 0.20 0.16 0.33 0.15
H 1.743 11.678 5.328 -0.01 -0.15 0.30 0.37
```
Forces are in eV/Å.

=====

Below is C42H37N4O2P2S2W as an isolated structure at a distorted geometry, with properties calculated with wB97M-V/def2-TZVPD.

total charge: +3
E_HOMO (spin up / spin down): -16.09 / -16.09 eV
ΔE to the lowest compared entry with this formula, charge and spin: 1.168 eV

Structure (XYZ):
```
90
Properties=species:S:1:pos:R:3:forces:R:3:mulliken_charge:R:1
W 0.821 -0.233 1.554 -0.64 -0.51 0.58 0.40
C 2.884 3.072 0.139 0.06 -0.04 -0.06 -1.27
O 1.739 2.520 0.811 -0.06 0.27 -0.07 0.36
C 0.599 3.298 0.820 -0.02 -0.16 0.07 0.45
C 0.596 4.653 0.532 0.05 0.03 0.00 -0.65
C -0.596 5.366 0.556 -0.02 0.00 0.00 -0.91
C -1.794 4.733 0.845 -0.01 0.05 -0.01 -1.62
C -1.799 3.378 1.123 -0.01 -0.14 0.01 -0.58
C -0.609 2.666 1.151 -0.09 0.22 -0.11 0.58
N -0.581 1.268 1.414 0.33 0.31 0.29 0.65
N -0.730 0.655 2.559 0.19 -0.89 -0.73 -0.38
C -1.381 0.106 3.536 -0.01 0.22 -0.06 1.04
C -0.625 -1.092 3.973 0.01 -0.07 0.06 0.83
O 0.501 -1.306 3.407 0.05 0.08 -0.22 -0.85
C -1.183 -1.944 4.940 0.13 -0.11 0.08 -1.20
C -2.414 -1.647 5.443 0.03 -0.02 0.01 -0.70
C -3.171 -0.483 5.076 -0.10 0.15 -0.07 0.74
C -4.415 -0.233 5.655 0.07 -0.13 0.04 -0.81
C -5.121 0.917 5.341 -0.04 0.10 -0.03 -0.73
C -4.583 1.840 4.455 -0.06 -0.04 0.06 -0.73
C -3.350 1.608 3.862 0.10 -0.04 -0.02 -0.63
C -2.651 0.441 4.143 -0.07 0.36 0.10 0.16
H 2.608 3.458 -0.843 -0.04 0.00 0.01 0.45
H 3.587 2.252 -0.002 -0.01 -0.01 0.04 0.29
H 3.344 3.865 0.729 0.00 0.00 0.01 0.38
H 1.516 5.167 0.297 0.00 0.01 0.00 0.54
H -0.581 6.424 0.335 0.01 -0.01 0.00 0.48
H -2.721 5.290 0.834 0.00 -0.02 0.00 0.46
H -2.729 2.848 1.272 -0.01 0.01 -0.01 0.90
H -0.634 -2.826 5.239 -0.02 0.00 0.01 0.54
H -2.857 -2.316 6.173 0.01 0.00 0.00 0.47
H -4.825 -0.943 6.362 0.01 0.00 0.00 0.48
H -6.081 1.104 5.802 0.00 -0.01 0.00 0.43
H -5.119 2.754 4.235 0.00 -0.01 0.01 0.47
H -2.916 2.358 3.218 0.00 -0.01 0.01 0.73
S -1.115 -1.661 0.830 -0.11 -0.01 -0.11 -0.45
P -0.846 -0.745 -0.995 0.06 0.08 0.05 1.24
C 0.833 -0.439 -0.463 0.00 0.11 0.15 -0.48
P 2.093 -1.689 -0.746 -0.08 -0.01 -0.03 1.71
S 2.209 -2.308 1.188 0.16 0.00 -0.11 -0.61
C 3.539 -0.817 -1.340 -0.06 -0.04 0.01 0.63
C 3.393 0.316 -2.141 0.01 -0.04 0.04 -0.23
C 4.517 0.911 -2.691 0.03 0.04 -0.03 -0.71
C 5.778 0.385 -2.433 -0.04 0.00 0.00 -0.59
C 5.921 -0.741 -1.631 0.01 -0.03 0.02 -0.74
C 4.802 -1.353 -1.088 0.00 0.00 -0.01 -0.68
C 1.796 -3.085 -1.822 0.10 0.15 0.08 0.96
C 1.515 -4.343 -1.293 -0.02 -0.03 0.03 -0.40
C 1.386 -5.428 -2.147 0.02 -0.02 -0.03 -0.84
C 1.525 -5.253 -3.517 0.01 0.02 0.06 -0.59
C 1.795 -3.994 -4.044 -0.02 0.01 -0.03 -0.77
C 1.944 -2.909 -3.201 0.02 0.03 -0.03 -0.54
C -1.199 -1.834 -2.357 -0.03 0.05 0.12 1.52
C -1.308 -1.283 -3.638 -0.01 -0.02 -0.02 -0.83
C -1.615 -2.109 -4.705 0.00 0.04 -0.03 -0.78
C -1.836 -3.465 -4.494 0.00 -0.01 0.04 -0.67
C -1.742 -4.006 -3.218 -0.02 -0.02 -0.02 -0.74
C -1.418 -3.196 -2.144 -0.01 0.05 -0.01 -0.30
C -1.690 0.792 -1.322 0.00 -0.12 0.00 0.77
C -0.967 1.855 -1.860 0.02 -0.02 -0.03 0.18
C -1.640 2.977 -2.318 -0.01 0.02 0.00 -0.96
C -3.024 3.037 -2.223 0.02 0.00 0.00 -0.68
C -3.742 1.982 -1.670 -0.03 -0.02 0.02 -0.95
C -3.080 0.848 -1.226 0.02 0.02 -0.04 -0.61
H 2.408 0.726 -2.336 0.01 0.00 -0.01 0.43
H 4.413 1.780 -3.327 0.01 -0.01 0.00 0.50
H 6.654 0.850 -2.866 0.00 0.00 0.00 0.45
H 6.904 -1.150 -1.439 0.00 0.01 0.00 0.48
H 4.909 -2.244 -0.480 0.02 0.00 0.00 0.45
H 1.404 -4.483 -0.225 0.02 0.01 0.00 0.37
H 1.188 -6.410 -1.739 0.00 0.00 -0.01 0.45
H 1.435 -6.104 -4.180 0.00 0.00 0.00 0.48
H 1.912 -3.865 -5.112 0.00 -0.01 0.01 0.48
H 2.193 -1.937 -3.611 0.00 -0.02 -0.01 0.42
H -1.176 -0.220 -3.799 0.00 -0.01 -0.01 0.44
H -1.705 -1.693 -5.699 0.00 0.00 0.01 0.47
H -2.098 -4.102 -5.329 0.00 0.00 0.00 0.48
H -1.930 -5.059 -3.056 0.00 0.00 -0.02 0.49
H -1.347 -3.614 -1.148 0.00 -0.02 -0.02 0.32
H 0.114 1.796 -1.935 -0.01 0.01 0.01 0.21
H -1.088 3.798 -2.756 -0.01 0.00 0.00 0.54
H -3.551 3.908 -2.590 0.00 0.00 0.00 0.47
H -4.821 2.032 -1.610 0.01 0.01 0.00 0.49
H -3.641 0.008 -0.833 0.00 0.01 0.00 0.53
N 2.701 0.182 2.491 0.17 0.13 0.11 -0.23
N 1.919 1.163 3.173 -0.04 0.05 -0.18 -0.35
H 3.122 -0.512 3.108 -0.02 0.05 0.01 0.37
H 3.424 0.598 1.902 0.01 -0.07 0.03 0.18
H 2.207 2.111 2.950 0.04 -0.03 0.00 0.20
H 1.898 0.981 4.171 -0.06 0.04 -0.01 0.26
```
Forces are in eV/Å.